Formula: C45H117N5O16
Source: the Open Molecules 2025 dataset
Level of theory: wB97M-V/def2-TZVPD

Values from the calculation:
* ΔE to the lowest compared entry with this formula, charge and spin: 109.1 kcal per mole
* total charge: 0
* orbital gap: 7.60 eV
* HOMO level: -7.835 eV
* E_tot: -3262.01722 Eh

Last column: Löwdin charge in e.
Geometry (Å):
C -4.00 0.79 2.42  -0.024
C -3.99 1.83 1.26  -0.496
C -5.12 1.53 0.23  -0.122
C -6.51 2.01 0.63  -0.161
C -6.61 3.47 1.14  -0.136
C -5.50 3.86 2.12  -0.479
N -4.20 3.20 1.74  -0.108
O -3.17 3.72 2.54  -0.022
C -5.27 5.36 2.18  -0.037
C -5.99 3.28 3.48  -0.039
C -2.65 1.64 0.55  -0.034
H -4.95 0.92 2.94  0.058
H -3.33 1.09 3.23  0.070
H -3.64 -0.19 2.14  0.077
H -4.78 1.95 -0.71  0.110
H -5.10 0.47 -0.02  0.110
H -6.94 1.30 1.35  0.103
H -7.18 1.96 -0.23  0.108
H -7.61 3.60 1.55  0.116
H -6.60 4.10 0.25  0.113
H -4.79 5.72 1.27  0.087
H -6.22 5.80 2.49  0.093
H -4.51 5.65 2.90  0.076
H -5.28 3.58 4.25  0.081
H -6.87 3.83 3.82  0.075
H -6.28 2.24 3.65  0.072
H -1.74 1.85 1.13  0.088
H -2.55 2.36 -0.27  0.056
H -2.72 0.67 0.05  0.090
H -2.63 4.19 1.90  0.096
C 4.78 -0.18 -5.90  -0.019
C 5.75 0.46 -4.78  -0.456
C 6.27 -0.62 -3.85  -0.127
C 7.52 -0.28 -2.93  -0.184
C 8.58 0.36 -3.73  -0.193
C 8.07 1.48 -4.59  -0.443
N 6.93 1.05 -5.48  -0.132
O 6.70 2.01 -6.33  0.000
C 7.91 2.82 -3.83  -0.027
C 9.34 1.70 -5.45  -0.060
C 4.79 1.27 -3.87  -0.031
H 5.39 -0.83 -6.53  0.078
H 4.27 0.58 -6.50  0.071
H 4.05 -0.81 -5.40  0.060
H 5.51 -1.11 -3.24  0.117
H 6.65 -1.38 -4.54  0.110
H 7.84 -1.09 -2.29  0.114
H 7.16 0.43 -2.18  0.086
H 8.98 -0.51 -4.25  0.125
H 9.26 0.66 -2.93  0.134
H 7.25 2.82 -2.96  0.055
H 8.73 3.34 -3.33  0.083
H 7.44 3.59 -4.44  0.082
H 9.75 0.78 -5.88  0.074
H 9.12 2.29 -6.35  0.076
H 10.26 2.07 -4.99  0.087
H 4.48 2.13 -4.47  0.087
H 5.37 1.70 -3.06  0.044
H 4.04 0.65 -3.38  0.081
H 6.25 1.55 -7.04  0.109
C 5.01 5.26 2.86  -0.068
C 5.46 3.83 2.99  -0.486
C 4.67 3.01 4.02  -0.116
C 3.44 2.28 3.42  -0.121
C 3.90 1.50 2.08  -0.131
C 4.55 2.33 1.04  -0.540
N 5.57 3.14 1.67  -0.122
O 6.34 3.78 0.70  -0.003
C 5.06 1.40 -0.06  -0.014
C 3.50 3.36 0.51  -0.003
C 6.89 4.02 3.60  -0.032
H 5.02 5.76 3.82  0.096
H 3.97 5.41 2.59  0.070
H 5.62 5.75 2.09  0.086
H 5.27 2.39 4.68  0.122
H 4.05 3.74 4.54  0.112
H 2.56 2.90 3.20  0.105
H 3.15 1.50 4.12  0.093
H 3.18 0.90 1.52  0.083
H 4.58 0.70 2.38  0.118
H 5.73 0.62 0.30  0.093
H 4.20 0.96 -0.56  0.090
H 5.71 2.02 -0.68  0.065
H 3.89 3.82 -0.41  0.079
H 2.56 2.91 0.20  0.074
H 3.38 4.23 1.15  0.062
H 7.26 4.97 3.22  0.066
H 7.59 3.31 3.15  0.086
H 6.93 4.11 4.69  0.084
H 5.74 4.44 0.35  0.079
C -5.88 -3.00 1.52  -0.027
C -5.70 -3.88 0.27  -0.477
C -5.12 -5.21 0.70  -0.177
C -5.08 -6.25 -0.42  -0.172
C -6.49 -6.43 -1.06  -0.102
C -7.22 -5.11 -1.42  -0.515
N -7.05 -4.11 -0.35  -0.089
O -7.68 -2.89 -0.61  -0.015
C -6.76 -4.62 -2.83  -0.030
C -8.67 -5.44 -1.63  -0.056
C -4.50 -3.29 -0.57  -0.031
H -6.54 -3.51 2.22  0.082
H -6.40 -2.08 1.24  0.074
H -4.94 -2.97 2.06  0.081
H -4.18 -5.00 1.20  0.118
H -5.78 -5.66 1.45  0.119
H -4.72 -7.15 0.08  0.107
H -4.26 -6.03 -1.11  0.101
H -7.07 -6.79 -0.21  0.107
H -6.43 -7.21 -1.81  0.124
H -7.13 -3.59 -2.94  0.080
H -5.68 -4.51 -2.86  0.057
H -6.92 -5.30 -3.66  0.085
H -8.93 -5.94 -0.70  0.079
H -9.36 -4.61 -1.69  0.084
H -8.87 -6.18 -2.41  0.093
H -3.61 -3.23 0.06  0.087
H -4.82 -2.31 -0.93  0.080
H -4.31 -3.81 -1.51  0.052
H -8.44 -3.05 -0.05  0.108
C -1.56 -1.25 4.54  -0.035
C -0.39 -2.27 4.29  -0.442
C 0.99 -1.48 4.22  -0.141
C 2.14 -2.33 4.54  -0.204
C 1.91 -3.17 5.84  -0.115
C 0.63 -4.09 5.79  -0.488
N -0.50 -3.17 5.45  -0.139
O -1.63 -3.92 5.48  -0.014
C 0.86 -5.26 4.82  -0.031
C 0.54 -4.62 7.20  -0.054
C -0.60 -2.92 2.89  -0.021
H -1.51 -0.71 5.48  0.082
H -2.48 -1.84 4.55  0.075
H -1.51 -0.40 3.85  0.071
H 1.05 -0.99 3.24  0.097
H 0.91 -0.62 4.89  0.115
H 2.97 -1.71 4.87  0.102
H 2.57 -2.92 3.74  0.111
H 1.83 -2.37 6.57  0.116
H 2.79 -3.79 6.01  0.117
H 1.16 -5.09 3.79  0.068
H 1.58 -6.00 5.19  0.081
H -0.06 -5.84 4.82  0.083
H 0.43 -3.80 7.92  0.085
H -0.33 -5.23 7.45  0.079
H 1.44 -5.19 7.42  0.086
H -1.52 -3.49 2.94  0.071
H 0.14 -3.66 2.60  0.065
H -0.63 -2.15 2.11  0.073
H -2.07 -3.42 6.16  0.113
O 1.46 -0.06 -6.33  -0.054
H 1.71 -0.86 -5.87  -0.005
H 1.70 -0.23 -7.24  0.045
O 1.76 -1.57 -4.01  -0.051
H 1.21 -0.86 -3.67  0.002
H 1.25 -2.37 -3.84  0.052
O -4.86 -0.34 -4.45  -0.037
H -5.68 -0.70 -4.80  0.057
H -4.22 -1.03 -4.58  0.028
O -0.97 4.20 -1.25  -0.021
H -0.59 5.08 -1.17  0.070
H -1.91 4.33 -1.15  0.053
O 0.71 0.04 0.66  -0.051
H 0.88 0.71 -0.01  -0.018
H 1.44 0.13 1.27  0.000
O -2.60 -2.13 -3.30  -0.042
H -1.95 -1.44 -3.16  0.003
H -2.82 -2.43 -2.42  0.006
O 0.31 1.93 -1.31  -0.065
H -0.15 2.76 -1.45  -0.011
H 0.92 1.87 -2.05  0.034
O 1.41 2.18 -4.37  -0.047
H 1.63 1.29 -4.66  -0.010
H 0.58 2.37 -4.80  0.001
O -0.17 -0.62 -2.22  -0.042
H 0.19 -0.86 -1.37  0.036
H -0.54 0.25 -2.09  0.028
O -0.98 3.75 -5.49  -0.030
H -1.67 4.10 -4.93  0.033
H -1.29 3.90 -6.38  0.047
O -4.92 2.36 -4.43  -0.068
H -4.88 1.42 -4.24  -0.035
H -4.03 2.67 -4.25  0.007